No. 1
Density functional theory data (wB97M-V/def2-TZVPD) for C19H35Cl12InN2O3S as an isolated structure.

Properties
- LUMO (eV) = 3.1
- total charge = -2
- HOMO energy (Eh) = 0.0135
- Kohn-Sham gap (eV) = 2.69
- multiplicity = 1

Atoms and positions in Å:
1 O 1.744 -3.114 1.029
2 C 1.058 -2.078 0.851
3 O 1.245 -1.042 1.662
4 In -0.476 -1.773 -0.783
5 C -1.061 -3.648 -1.901
6 C -2.250 -4.476 -1.278
7 C -2.164 -4.676 0.279
8 C -2.958 -3.521 1.008
9 S -4.599 -4.037 1.680
10 C -5.814 -3.171 0.687
11 N -5.648 -3.042 -0.627
12 N -6.737 -2.379 -1.121
13 C -7.503 -2.135 -0.082
14 O -6.986 -2.588 1.113
15 H 0.202 -0.524 -1.895
16 H -1.904 -0.968 0.018
17 H -0.177 -4.307 -2.126
18 H -1.417 -3.305 -2.916
19 H -3.214 -4.005 -1.597
20 H -2.227 -5.504 -1.747
21 H -1.116 -4.722 0.657
22 H -2.651 -5.668 0.497
23 H -2.363 -3.080 1.843
24 H -3.157 -2.743 0.230
25 H -8.480 -1.628 -0.131
26 Cl 3.105 1.374 -0.975
27 C 3.118 1.727 0.769
28 C 3.783 3.045 1.083
29 Cl 5.549 3.005 0.777
30 H 3.608 0.896 1.275
31 H 2.076 1.748 1.092
32 H 3.653 3.282 2.142
33 H 3.359 3.860 0.495
34 Cl 0.477 0.933 -4.445
35 C 1.563 2.340 -4.327
36 C 2.130 2.741 -5.670
37 Cl 3.280 1.536 -6.313
38 H 2.350 2.097 -3.615
39 H 0.978 3.158 -3.920
40 H 2.680 3.678 -5.572
41 H 1.343 2.882 -6.410
42 Cl -7.175 -4.998 -5.218
43 C -8.231 -3.978 -4.208
44 C -9.159 -4.798 -3.344
45 Cl -10.400 -5.652 -4.304
46 H -8.782 -3.308 -4.866
47 H -7.578 -3.374 -3.575
48 H -9.689 -4.145 -2.651
49 H -8.612 -5.539 -2.763
50 Cl -1.199 3.488 -3.170
51 C -1.111 3.821 -1.423
52 C -0.445 5.144 -1.127
53 Cl 1.295 5.128 -1.517
54 H -0.586 2.991 -0.950
55 H -2.136 3.832 -1.051
56 H -0.529 5.369 -0.063
57 H -0.907 5.958 -1.685
58 Cl 2.623 0.201 5.481
59 C 4.085 1.102 5.019
60 C 3.927 2.590 5.235
61 Cl 2.757 3.312 4.100
62 H 4.311 0.870 3.978
63 H 4.899 0.725 5.638
64 H 4.877 3.094 5.069
65 H 3.597 2.815 6.250
66 Cl 9.656 4.767 5.903
67 C 9.474 3.207 5.057
68 C 8.056 2.970 4.592
69 Cl 6.935 2.703 5.953
70 H 9.811 2.419 5.728
71 H 10.143 3.234 4.198
72 H 8.016 2.076 3.970
73 H 7.681 3.808 4.006

No. 2
Density functional theory data (wB97M-V/def2-TZVPD) for a 7-piece molecular cluster, C19H35Cl4F3O17P2 overall.

Properties
- LUMO (eV) = 0.1
- total charge = 0
- SMILES string = O=C1OC[C@@H](F)O1.O=C1OC[C@@H](F)O1.O=C1OC[C@@H](F)O1.COP(=O)(OC)OC.COP(=O)(OC)OC.ClCCCl.ClCCCl
- HOMO energy (Eh) = -0.3850
- Kohn-Sham gap (eV) = 10.55
- multiplicity = 1

Atoms and positions in Å:
1 O 7.468 9.311 12.857
2 C 8.552 9.100 12.363
3 O 8.888 9.570 11.174
4 C 10.295 9.281 10.979
5 C 10.691 8.495 12.261
6 F 11.511 9.268 13.104
7 O 9.473 8.249 12.934
8 H 10.428 8.683 10.069
9 H 10.735 10.280 10.747
10 H 11.138 7.554 12.022
11 O 8.940 11.581 18.647
12 C 9.036 10.813 17.719
13 O 9.140 11.158 16.406
14 C 9.130 9.979 15.643
15 C 9.135 8.787 16.603
16 F 10.336 8.155 16.673
17 O 8.897 9.419 17.885
18 H 8.251 9.988 15.002
19 H 10.009 10.033 14.996
20 H 8.337 8.097 16.342
21 O 6.921 22.231 12.726
22 C 6.976 21.042 12.552
23 O 5.955 20.267 12.190
24 C 6.330 18.886 12.175
25 C 7.909 18.958 12.166
26 F 8.386 18.714 10.870
27 O 8.170 20.279 12.592
28 H 5.976 18.223 12.973
29 H 6.039 18.410 11.253
30 H 8.460 18.173 12.651
31 C 14.683 18.900 9.402
32 O 13.665 18.034 8.985
33 P 12.177 18.513 9.208
34 O 12.022 19.911 9.007
35 O 11.485 17.502 8.241
36 C 11.530 17.633 6.815
37 O 11.727 18.027 10.585
38 C 11.649 16.683 10.934
39 H 15.074 19.240 8.468
40 H 15.417 18.236 9.863
41 H 14.425 19.667 10.080
42 H 10.868 16.926 6.351
43 H 12.560 17.442 6.481
44 H 11.323 18.678 6.509
45 H 11.172 16.577 11.896
46 H 12.678 16.256 10.949
47 H 11.081 16.091 10.202
48 C 8.133 15.280 8.226
49 O 7.554 14.046 8.527
50 P 8.387 12.719 8.623
51 O 9.732 12.692 9.236
52 O 7.338 11.782 9.329
53 C 6.034 11.643 8.913
54 O 8.407 12.247 7.121
55 C 9.562 11.576 6.602
56 H 9.263 15.273 8.231
57 H 7.835 16.028 8.969
58 H 7.702 15.502 7.222
59 H 5.654 10.632 9.014
60 H 5.977 11.910 7.860
61 H 5.341 12.327 9.434
62 H 9.906 10.802 7.285
63 H 10.381 12.272 6.318
64 H 9.172 11.051 5.717
65 Cl 10.532 14.637 17.786
66 C 9.038 14.658 16.761
67 C 7.868 14.753 17.688
68 Cl 6.359 15.088 16.789
69 H 8.950 13.748 16.193
70 H 9.161 15.489 16.076
71 H 7.973 15.627 18.360
72 H 7.752 13.848 18.285
73 Cl 10.128 12.262 13.005
74 C 8.455 12.646 12.540
75 C 8.359 14.104 12.045
76 Cl 8.211 15.303 13.363
77 H 7.838 12.531 13.415
78 H 8.113 12.037 11.725
79 H 7.489 14.215 11.413
80 H 9.269 14.379 11.497

No. 3
Density functional theory data (wB97M-V/def2-TZVPD) for C19H35CrNO2P2 as an isolated structure.

Properties
- relative energy (zero: lowest compared OMol25 entry of this formula, charge and spin) (kcal per mole) = 150.8
- LUMO (spin up / spin down) (eV) = -0.7 / -0.7
- total charge = 0
- HOMO energy (spin up / spin down) (Eh) = -0.1627 / -0.1610
- Kohn-Sham gap (spin up / spin down) (eV) = 3.72 / 3.66
- multiplicity = 5

Atoms and positions in Å:
1 P 0.113 -1.830 -5.053
2 P 0.174 2.143 -5.143
3 C -0.367 -0.582 -6.310
4 C 0.404 0.749 -6.351
5 H -1.459 -0.437 -6.231
6 H -0.180 -1.088 -7.272
7 H 1.497 0.602 -6.426
8 H 0.089 1.248 -7.287
9 C -1.171 3.037 -6.015
10 H -1.654 3.780 -5.370
11 H -1.933 2.334 -6.375
12 H -0.721 3.554 -6.867
13 C 1.597 3.205 -5.525
14 H 1.353 3.786 -6.423
15 H 2.482 2.584 -5.712
16 H 1.813 3.904 -4.709
17 C -0.922 -3.259 -5.370
18 H -0.781 -3.977 -4.549
19 H -0.606 -3.711 -6.320
20 H -1.977 -2.961 -5.454
21 C 1.821 -2.237 -5.391
22 H 2.463 -1.343 -5.425
23 H 1.833 -2.721 -6.382
24 H 2.187 -2.951 -4.638
25 Cr 2.095 -0.877 -0.360
26 C -0.264 2.348 -3.371
27 C -1.704 2.511 -3.200
28 C -2.626 1.467 -3.585
29 C -2.572 0.126 -2.722
30 C -1.865 -0.891 -3.481
31 C -0.425 -1.102 -3.503
32 C 0.780 -0.064 -3.190
33 C 0.370 1.211 -2.483
34 C 1.842 -2.585 0.843
35 H 0.230 3.318 -3.136
36 H -2.061 3.478 -2.847
37 H -2.431 1.113 -4.621
38 H -3.653 1.869 -3.623
39 H -2.108 0.302 -1.741
40 H -3.616 -0.172 -2.518
41 H -2.455 -1.738 -3.828
42 H -0.263 -1.886 -2.719
43 H 1.369 0.190 -4.106
44 H 1.505 -0.648 -2.548
45 H -0.344 0.983 -1.687
46 H 1.252 1.671 -1.995
47 H 2.458 -2.407 1.747
48 H 2.165 -3.518 0.354
49 H 0.781 -2.669 1.140
50 O 2.475 1.604 1.473
51 C 1.288 1.298 1.503
52 C 0.112 1.976 2.185
53 C -1.051 1.023 1.977
54 C -0.510 -0.092 1.086
55 O -1.112 -1.064 0.635
56 N 0.822 0.175 0.836
57 H 0.340 2.188 3.233
58 H -0.092 2.947 1.721
59 H -1.419 0.622 2.926
60 H -1.890 1.513 1.472

No. 4
Density functional theory data (wB97M-V/def2-TZVPD) for C19H35DyN2O as an isolated structure.

Properties
- LUMO (spin up / spin down) (eV) = -7.0 / -6.6
- total charge = +2
- HOMO energy (spin up / spin down) (Eh) = -0.5240 / -0.5240
- Kohn-Sham gap (spin up / spin down) (eV) = 7.31 / 7.64
- multiplicity = 6

Atoms and positions in Å:
1 C 1.582 1.751 -1.524
2 H 2.377 2.458 -1.245
3 H 1.888 1.269 -2.462
4 H 1.732 0.917 -0.581
5 C 0.283 2.573 -1.668
6 H -0.586 1.968 -2.065
7 H -0.017 2.968 -0.683
8 C 0.464 3.733 -2.665
9 H -0.445 4.340 -2.701
10 H 1.305 4.366 -2.367
11 H 0.655 3.338 -3.670
12 C -1.015 -1.971 -1.123
13 C -1.654 -1.126 -2.087
14 C -0.654 -0.682 -3.016
15 C 0.600 -1.255 -2.622
16 C 0.382 -2.038 -1.443
17 C 1.406 -2.870 -0.762
18 C 1.859 -1.223 -3.409
19 C -0.871 0.133 -4.240
20 C -3.109 -0.835 -2.153
21 C -1.670 -2.640 0.030
22 Dy -0.031 0.357 -0.768
23 H 2.733 -1.406 -2.771
24 H 1.854 -2.004 -4.188
25 H 2.004 -0.262 -3.919
26 H 2.415 -2.471 -0.926
27 H 1.231 -2.923 0.321
28 H 1.398 -3.904 -1.149
29 H -2.478 -2.025 0.456
30 H -2.114 -3.606 -0.261
31 H -0.951 -2.843 0.835
32 H -3.316 0.023 -2.802
33 H -3.674 -1.693 -2.553
34 H -3.523 -0.612 -1.160
35 H -0.066 0.870 -4.390
36 H -0.895 -0.500 -5.142
37 H -1.820 0.683 -4.197
38 C -2.222 0.885 2.491
39 N -0.996 0.639 3.239
40 C -0.916 1.135 4.603
41 C 0.136 0.368 5.359
42 C 1.436 0.309 4.604
43 N 1.186 -0.160 3.252
44 C 2.300 -0.736 2.516
45 C 0.077 0.179 2.593
46 O 0.043 0.053 1.304
47 H -2.134 1.752 1.816
48 H -3.028 1.078 3.209
49 H -2.498 0.001 1.894
50 H -0.676 2.212 4.607
51 H -1.903 1.009 5.054
52 H -0.222 -0.650 5.543
53 H 0.302 0.840 6.329
54 H 2.137 -0.391 5.064
55 H 1.910 1.306 4.585
56 H 2.791 0.000 1.859
57 H 3.030 -1.102 3.247
58 H 1.967 -1.585 1.903